{"formula": "C4H6O2", "method": "ωB97M-V with the def2-TZVPD basis set", "e_lumo_ev": 0.96, "total_charge": 0, "homo_ev": -9.3, "e_above_lowest_kcal_mol": 42.6, "e_tot_ev": -8338.6117, "spin_multiplicity": 1, "homo_lumo_gap_ev": 10.23, "species": ["C", "C", "O", "C", "C", "O", "H", "H", "H", "H", "H", "H"], "coordinates": [[1.852, 0.517, -0.345], [0.593, 0.462, 0.057], [-0.483, 1.182, -0.446], [-0.286, -0.457, 0.863], [-1.351, 0.072, -0.117], [-1.576, -0.730, -1.219], [-0.704, -0.955, -1.583], [2.583, -0.169, 0.064], [2.162, 1.236, -1.096], [-0.083, -1.531, 0.857], [-0.444, -0.097, 1.884], [-2.323, 0.399, 0.251]]}